Density functional theory data (ωB97M-V/def2-TZVPD) for a molecular structure, C42H41Cl3N4O2S2SnTe.

Geometry (Å):
Te (1.5489, -1.6525, -4.7469)
Sn (-2.0180, -0.3969, 0.3309)
Cl (-8.0277, -1.6585, 0.5079)
Cl (-3.6797, 1.6102, -1.8044)
Cl (-6.2678, 2.9198, -2.2597)
S (-2.5530, -2.6740, 1.4881)
S (-3.0358, -2.4159, -4.1330)
O (0.6606, -1.5348, 3.6419)
O (-0.1854, -0.4315, 1.2309)
N (-0.0398, -3.4749, 1.7696)
N (-2.7340, -1.7483, -1.7065)
N (-1.2695, -4.6241, 0.2090)
N (0.2142, -0.3569, -1.9276)
C (-3.6543, 1.4529, 2.7173)
C (-0.4504, 3.5081, -3.4100)
C (-6.7850, -0.7399, 1.1730)
C (2.7551, 0.0783, -4.6175)
C (2.9463, -0.8825, 7.0357)
C (1.9816, -0.1409, 2.2383)
C (1.1272, -4.3375, 1.6532)
C (3.4792, 0.3893, 7.2099)
C (0.6576, 3.1136, -0.9001)
C (0.6806, 0.6272, -1.2544)
C (-5.0276, -0.5430, 2.7739)
C (-5.5276, 1.2869, 1.1776)
C (-1.1531, -3.6576, 1.1300)
C (-6.0423, -1.2761, 2.2492)
C (-4.0756, -3.1202, -2.9709)
C (5.2353, 1.2276, 0.7411)
C (-6.5302, 0.5420, 0.6441)
C (-4.5318, 2.9771, -2.5732)
C (2.7774, 0.9947, 4.9921)
C (-0.1400, 4.6020, -2.6099)
C (-3.7729, -2.6541, -1.7351)
C (3.8017, 0.7794, 0.8838)
C (0.3494, 2.0093, -1.6978)
C (3.8205, 0.1736, -3.7283)
C (1.5591, -0.7064, 3.5515)
C (0.6704, -1.7155, -1.6656)
C (1.7168, -2.2307, -2.6730)
C (-0.2218, 2.2223, -2.9524)
C (1.0881, -0.0400, 1.1418)
C (-2.2611, -1.5314, -2.9083)
C (3.2457, 2.2954, -5.4209)
C (2.3318, -1.2138, 5.8410)
C (4.5859, 1.3330, -3.6807)
C (-4.7172, 0.7596, 2.2439)
C (2.4855, 1.1350, -5.4803)
C (3.3155, 0.2593, 2.0663)
C (3.3867, 1.3270, 6.1911)
C (0.3991, 4.4013, -1.3475)
C (2.2545, -0.2843, 4.8016)
C (2.9098, 0.8891, -0.1780)
C (1.5869, 0.4941, -0.0661)
C (4.2917, 2.4014, -4.5158)
H (1.9077, -2.1979, 5.6926)
H (-6.2920, -2.2525, 2.6419)
H (4.0066, 0.1157, 2.8865)
H (3.7903, 2.3211, 6.3330)
H (-4.8355, -3.8326, -3.2508)
H (-7.1346, 0.9181, -0.1701)
H (1.7247, -3.3193, -2.6878)
H (5.4301, 1.3889, -3.0037)
H (0.0023, -2.6998, 2.4527)
H (4.0830, -0.6554, -3.0842)
H (-0.5803, -5.3573, 0.1406)
H (5.7946, 1.0560, 1.6595)
H (2.7018, -1.8926, -2.3604)
H (3.2524, 1.2896, -1.1291)
H (1.6247, -4.2126, 0.6903)
H (3.0166, 3.1207, -6.0831)
H (-3.4115, 2.4373, 2.3308)
H (1.8225, -4.0673, 2.4426)
H (-4.3654, 2.9193, -3.6406)
H (5.7386, 0.6973, -0.0694)
H (4.8885, 3.3034, -4.4759)
H (-0.8527, 3.6647, -4.4038)
H (-0.2060, -2.3667, -1.7006)
H (2.6744, 1.7463, 4.2197)
H (-4.1338, 3.8931, -2.1570)
H (-5.3342, 2.2859, 0.8070)
H (3.0076, -1.6115, 7.8332)
H (0.8549, -5.3866, 1.7853)
H (0.6357, 5.2491, -0.7175)
H (-2.1859, -4.8165, -0.1589)
H (1.6844, 1.0558, -6.2064)
H (-0.3001, 5.6080, -2.9765)
H (-3.0584, 1.0684, 3.5403)
H (5.2840, 2.2932, 0.5098)
H (-4.2678, -2.9287, -0.8151)
H (1.1082, 2.9678, 0.0729)
H (-0.4457, 1.3647, -3.5733)
H (3.9616, 0.6518, 8.1423)
H (1.1140, -1.7952, -0.6732)
H (-4.4330, -0.9339, 3.5926)
H (-1.4335, -0.8572, -3.1073)

Calculated values
Net charge ... +2
HOMO-LUMO gap ... 3.32 eV
2S+1 ... 1

Löwdin atomic charge list, values in e, 8 entries: 1.278, 1.124, 0.870, 0.484, 0.558, 0.588, 1.085, 0.046

***

Density functional theory data (ωB97M-V/def2-TZVPD) for a molecular structure, C42H41Cl5N4OPdTe at a distorted geometry.

Geometry (Å):
Te (-0.9462, -0.3678, -0.5381)
Pd (2.3202, -0.0200, -0.0513)
Cl (3.9958, -1.6377, 1.3235)
Cl (4.0440, -6.1510, -1.7006)
Cl (5.3369, -4.4643, 0.5998)
Cl (1.6088, -5.0263, -3.2767)
Cl (0.5682, -2.1535, -2.6680)
O (-0.7453, 0.4648, -2.8912)
N (0.7239, 0.9403, -1.2974)
N (4.2951, 0.4748, -1.1476)
N (1.0320, -0.2087, 1.9187)
N (2.3992, 2.0139, 0.9485)
C (1.4062, 4.4938, 1.6898)
C (-5.4139, -3.9044, 2.6709)
C (2.2135, 4.3609, 0.5642)
C (-3.1401, -1.0164, 1.7191)
C (3.4151, -4.6066, -1.3078)
C (4.5881, 0.2025, -2.4343)
C (-5.9558, 3.5428, -1.4690)
C (-4.7805, 2.6419, -1.2595)
C (5.5791, 1.2855, 0.8537)
C (-3.4193, -3.7200, 1.1436)
C (3.4204, -2.6303, 0.0320)
C (5.9487, 0.5406, -2.7095)
C (-1.2973, 2.9205, 0.1554)
C (1.1166, 0.8019, 4.0894)
C (2.3330, -4.1009, -2.0272)
C (-2.5744, 0.9763, -0.8562)
C (-3.6090, 3.1341, -0.7016)
C (-2.3451, -1.6197, 0.7537)
C (0.5687, -1.5078, 3.8650)
C (-4.3080, -3.1273, 2.0271)
C (0.7284, -1.3713, 2.4999)
C (1.0845, 3.3645, 2.4179)
C (-4.8136, 1.3095, -1.6449)
C (0.7738, -0.3974, 4.6819)
C (3.9811, -3.8626, -0.2665)
C (0.3018, 1.0597, -2.5150)
C (-2.5079, 2.3177, -0.4861)
C (1.2289, 0.8749, 2.7005)
C (1.5826, 2.1255, 2.0114)
C (3.6230, -0.3682, -3.3857)
C (1.8493, -2.8283, -1.7236)
C (1.0282, 1.9819, -3.4691)
C (2.3767, -2.0664, -0.6930)
C (5.4227, 0.9362, -0.5692)
C (6.4705, 1.0099, -1.5379)
C (-4.1330, -1.7826, 2.3215)
C (-2.9627, 0.4055, 2.1563)
C (2.6955, 3.1054, 0.2463)
C (-3.7995, -0.9378, -1.9666)
C (-3.7207, 0.4707, -1.4739)
C (-2.4333, -2.9818, 0.5018)
C (-1.5041, -3.6640, -0.4493)
H (0.6037, -2.2191, 1.8321)
H (7.4624, 1.3606, -1.3375)
H (3.5932, 0.2343, -4.2946)
H (3.3593, 2.9549, -0.5976)
H (-1.8050, -3.4803, -1.4806)
H (0.2842, -2.4568, 4.2862)
H (-3.4903, -4.7761, 0.9343)
H (-3.6877, 1.0467, 1.6556)
H (-5.3930, -4.9473, 2.3677)
H (-3.1229, 0.4887, 3.2314)
H (0.4482, 2.8948, -3.6015)
H (2.6333, -0.4268, -2.9291)
H (-5.3377, -3.8518, 3.7559)
H (0.4457, 3.4287, 3.2844)
H (-0.9036, 3.7132, -0.4791)
H (-4.2395, -1.5852, -1.2094)
H (6.4264, 0.4364, -3.6627)
H (1.0366, 5.4608, 1.9930)
H (-3.5493, 4.1762, -0.4171)
H (-5.7159, 0.9111, -2.0863)
H (-4.4147, -0.9939, -2.8612)
H (-2.7941, -1.2953, -2.2050)
H (5.9579, 2.3055, 0.9407)
H (-0.5215, 2.1665, 0.2952)
H (-4.7854, -1.3141, 3.0450)
H (0.6743, -0.4685, 5.7549)
H (-6.8001, 2.9952, -1.8755)
H (4.6432, 1.1872, 1.4015)
H (3.9532, -1.3675, -3.6805)
H (-6.2679, 4.0052, -0.5355)
H (-5.6895, 4.3490, -2.1502)
H (1.3239, 1.6761, 4.6861)
H (-1.9594, 0.7566, 1.9084)
H (-0.4840, -3.3017, -0.3070)
H (6.3323, 0.6295, 1.2955)
H (2.0063, 2.2296, -3.0689)
H (-6.3783, -3.4828, 2.3907)
H (1.1197, 1.4925, -4.4357)
H (-1.5645, 3.3593, 1.1157)
H (2.4695, 5.2137, -0.0447)
H (-1.5203, -4.7385, -0.2895)

Calculated values
Net charge ... +1
HOMO-LUMO gap (spin up / spin down) ... 7.25 / 6.69 eV
<S²> ... 8.79
2S+1 ... 6

Löwdin atomic charge list, values in e, 8 entries: 1.826, 0.865, 0.757, 0.710, 0.707, 0.710, 0.732, -0.175

***

Density functional theory data (ωB97M-V/def2-TZVPD) for a molecular structure, C42H41ClN4O3PSTc.

Geometry (Å):
Tc (-0.1383, 0.5013, 0.1492)
Cl (-2.6298, 6.9977, -0.8060)
S (-1.6515, -0.9772, -2.3578)
P (1.0643, 1.6755, -1.7010)
O (1.4886, -0.2361, 0.9709)
O (-0.4599, -0.9435, -1.3439)
O (-1.9036, 1.3607, -0.5265)
N (-1.4090, -0.6567, 1.4424)
N (3.5858, -0.3721, 1.9017)
N (4.7972, -0.9254, 1.5768)
N (-0.5256, 1.7435, 1.8061)
C (2.1912, 1.6580, 4.6690)
C (4.7034, -1.5080, 0.3769)
C (-1.2730, 3.4744, 0.2633)
C (-5.0450, -2.7321, -1.2069)
C (6.0279, -0.6252, 2.3194)
C (-2.5577, 2.3430, 3.0823)
C (-1.6920, -1.8006, -4.9191)
C (-3.7384, 1.8837, 3.7223)
C (1.9748, 3.2036, -1.3276)
C (-1.1789, -2.4437, -6.0338)
C (3.7129, -0.6393, 4.3280)
C (-2.7885, -2.1965, -1.7889)
C (-1.7977, 1.4641, 2.3693)
C (2.5075, 1.2276, 3.3896)
C (3.2766, 0.0878, 3.2317)
C (-3.3333, -0.3474, 2.9017)
C (2.6470, 0.9589, 5.7772)
C (-0.0225, 2.2021, -3.0586)
C (-3.6333, -1.7196, 2.7410)
C (-0.2345, 2.7753, 1.0524)
C (-2.1932, 0.1261, 2.2522)
C (-3.4800, 4.4869, -1.1723)
C (-3.3357, -4.4442, -1.2095)
C (2.7279, -0.6190, 0.8812)
C (-4.1123, 0.5740, 3.6518)
C (3.4079, -1.3455, -0.0913)
C (3.4006, -0.1938, 5.6035)
C (-4.6615, -4.0509, -1.0173)
C (0.3296, -2.3566, -3.6823)
C (-2.8129, -2.5091, 1.9806)
C (-2.4831, 5.3441, -0.6132)
C (-2.1873, 2.5923, -0.4338)
C (2.2995, 0.6607, -2.5507)
C (0.8294, -2.9917, -4.8121)
C (-3.3409, 3.1413, -1.0919)
C (-1.3859, 4.8222, 0.1151)
C (-0.9274, -1.7779, -3.7583)
C (0.0776, -3.0373, -5.9779)
C (-2.3887, -3.5188, -1.6038)
C (5.8783, -2.1446, -0.2815)
C (-1.7081, -1.9398, 1.3345)
C (-4.1003, -1.7881, -1.5945)
H (2.4185, 1.3107, 6.7739)
H (6.2809, -1.4302, 3.0041)
H (-4.5079, -2.1358, 3.2271)
H (2.6392, 3.0727, -0.4724)
H (-4.0477, 2.4701, -1.5616)
H (-2.2391, 3.3723, 3.1987)
H (-3.0092, -3.5638, 1.8541)
H (-4.3288, 4.9295, -1.6772)
H (-0.6840, 5.5014, 0.5846)
H (4.2691, -1.5584, 4.2005)
H (1.2771, 4.0154, -1.1197)
H (6.4370, -2.7714, 0.4122)
H (-1.0513, -2.5380, 0.7177)
H (5.8958, 0.2977, 2.8748)
H (0.7705, 3.1828, 1.1324)
H (-0.7815, 2.9066, -2.7178)
H (-4.3836, -0.7544, -1.7540)
H (-4.9962, 0.2229, 4.1685)
H (5.5441, -2.7601, -1.1127)
H (-1.7582, -2.4808, -6.9465)
H (1.8914, -0.3255, -2.7704)
H (-6.0774, -2.4397, -1.0704)
H (6.5592, -1.3868, -0.6745)
H (-5.4005, -4.7870, -0.7285)
H (0.5998, 2.6969, -3.8052)
H (6.8314, -0.4959, 1.6002)
H (1.5959, 2.5528, 4.8001)
H (2.5728, 1.1518, -3.4855)
H (-0.5176, 1.3522, -3.5279)
H (1.8053, -3.4576, -4.7792)
H (0.4726, -3.5379, -6.8517)
H (0.8939, -2.3266, -2.7601)
H (-2.6723, -1.3379, -4.9535)
H (2.9923, -1.7482, -0.9984)
H (-1.3637, -3.8197, -1.7869)
H (2.5732, 3.4831, -2.1959)
H (3.1881, 0.5522, -1.9303)
H (3.7390, -0.7579, 6.4620)
H (-3.0515, -5.4791, -1.0710)
H (-4.3371, 2.5857, 4.2862)
H (2.1620, 1.7723, 2.5244)

Calculated values
Net charge ... +3
HOMO-LUMO gap (spin up / spin down) ... 7.47 / 5.08 eV
<S²> ... 3.80
2S+1 ... 4

Löwdin atomic charge list, values in e, 8 entries: 1.447, 0.896, 1.084, 0.805, -0.205, -0.652, -0.156, 0.008

***

no.,E (a.u.)
1,-4653.3357
2,-4615.8371
3,-3349.5130